[1]
19
Properties=species:S:1:pos:R:3:lowdin_charge:R:1 method="wB97M-V/def2-TZVPD" gap_ev="3.86 / 10.40" homo_energy_ev="-2.95 / -9.73" energy_ha=-269.5118 spin_multiplicity=2
C -1.143 0.486 -0.178 -0.195
N -0.110 -0.204 -1.079 -0.138
C 0.067 0.234 -2.523 -0.162
C -0.298 1.039 0.989 -0.215
N 0.950 0.233 1.228 -0.160
C 0.671 -1.128 1.797 -0.169
H -1.735 -0.416 0.151 0.060
H -1.826 1.243 -0.693 0.134
H -0.338 -1.251 -1.090 0.011
H -0.839 0.074 -3.208 0.069
H 0.890 -0.548 -2.947 0.089
H 0.363 1.353 -2.598 0.094
H -0.837 0.911 1.852 0.069
H 0.054 2.078 0.921 0.120
H 0.675 -0.238 -0.362 0.078
H 1.725 0.777 1.721 0.147
H -0.265 -1.469 1.582 0.000
H 0.661 -1.211 2.933 0.094
H 1.337 -1.967 1.505 0.072



[2]
19
Properties=species:S:1:pos:R:3:lowdin_charge:R:1 method="wB97M-V/def2-TZVPD" gap_ev=11.27 homo_energy_ev=-14.51 charge=+1 energy_ha=-269.4631 spin_multiplicity=1
C -1.353 1.684 0.598 -0.061
C -0.242 0.695 0.360 -0.419
N -0.508 -0.489 1.256 0.025
C -0.089 0.187 -1.087 -0.123
C 0.734 -1.138 -1.174 -0.134
N 1.650 -1.268 -0.009 0.143
H -2.259 1.477 0.000 0.095
H -1.116 2.724 0.321 0.095
H -1.753 1.786 1.612 0.087
H 0.752 1.113 0.549 0.130
H -1.273 -1.009 0.830 0.106
H -0.909 -0.198 2.135 0.095
H 0.584 0.929 -1.523 0.123
H -1.061 0.185 -1.573 0.126
H -0.004 -1.944 -1.174 0.129
H 1.341 -1.166 -2.082 0.133
H 2.380 -1.978 0.058 0.176
H 1.005 -1.228 0.844 0.120
H 2.122 -0.363 0.057 0.153



[3]
19
Properties=species:S:1:pos:R:3:lowdin_charge:R:1 method="wB97M-V/def2-TZVPD" gap_ev=12.07 homo_energy_ev=-15.23 charge=+1 energy_ha=-269.4456 spin_multiplicity=1
C 0.079 0.470 1.627 -0.055
C 2.083 -0.819 0.761 -0.061
C 0.716 0.680 -0.638 -0.151
C 0.722 -0.276 0.445 -0.464
N -2.526 -0.309 -1.324 0.161
N -0.242 0.771 -1.451 0.129
H 0.539 1.497 1.759 0.106
H -1.019 0.645 1.400 0.093
H 0.401 -0.179 2.514 0.119
H 2.163 -1.718 1.379 0.090
H 2.688 -1.007 -0.125 0.088
H 2.557 -0.166 1.578 0.120
H -0.054 -0.991 0.274 0.121
H 1.662 1.303 -0.754 0.179
H -2.225 -1.301 -1.443 0.133
H -3.200 -0.081 -2.072 0.131
H -0.017 1.487 -2.188 0.146
H -1.413 0.238 -1.325 0.033
H -2.913 -0.243 -0.418 0.082



[4]
19
Properties=species:S:1:pos:R:3:lowdin_charge:R:1 method="wB97M-V/def2-TZVPD" gap_ev=11.33 homo_energy_ev=-14.33 charge=+1 energy_ha=-269.4806 spin_multiplicity=1
C 2.249 0.334 -0.334 -0.029
C 0.827 0.074 0.206 -0.331
N 0.439 -1.378 -0.075 0.195
C -0.253 1.019 -0.292 -0.149
C -1.600 0.757 0.386 -0.228
N -2.054 -0.612 0.182 -0.005
H 2.568 -0.419 -1.063 0.082
H 2.977 0.109 0.450 0.089
H 2.345 1.344 -0.713 0.091
H 0.953 0.250 1.276 0.150
H 0.757 -2.080 0.584 0.167
H 0.771 -1.662 -0.992 0.157
H -0.616 -1.319 -0.069 0.075
H 0.079 2.026 -0.042 0.134
H -0.377 0.916 -1.374 0.133
H -2.340 1.452 -0.010 0.124
H -1.505 0.950 1.458 0.128
H -2.765 -0.639 -0.533 0.108
H -2.455 -1.121 0.954 0.108



[5]
19
Properties=species:S:1:pos:R:3:lowdin_charge:R:1 method="wB97M-V/def2-TZVPD" gap_ev=10.97 homo_energy_ev=-14.16 charge=+1 energy_ha=-269.4491 spin_multiplicity=1
C -1.720 1.423 0.298 -0.104
C -0.612 0.456 0.505 -0.446
N -0.982 -0.960 0.749 0.016
C 0.284 0.485 -0.786 -0.203
C 1.612 -0.110 -0.589 -0.172
N 1.567 -1.577 -0.069 0.164
H -2.475 1.147 -0.546 0.120
H -2.369 1.704 1.181 0.102
H -1.439 2.410 -0.085 0.077
H -0.013 0.811 1.426 0.172
H -1.241 -1.231 1.746 0.140
H -1.712 -1.290 0.167 0.080
H 0.444 1.587 -1.066 0.150
H -0.345 0.166 -1.694 0.154
H 2.199 -0.022 -1.515 0.128
H 2.198 0.609 0.113 0.167
H 1.311 -2.320 -0.686 0.142
H 2.574 -1.757 0.269 0.201
H 0.718 -1.532 0.581 0.112



[6]
19
Properties=species:S:1:pos:R:3:lowdin_charge:R:1 method="wB97M-V/def2-TZVPD" gap_ev=11.14 homo_energy_ev=-14.52 charge=+1 energy_ha=-269.4294 spin_multiplicity=1
C -1.546 0.843 -0.035 -0.003
C -0.239 -0.725 -1.452 -0.024
C 0.752 -1.186 1.819 -0.115
C -0.292 0.541 -0.737 -0.423
N 0.431 1.556 -1.194 0.190
N 0.951 -0.048 0.920 -0.058
H -1.940 -0.078 0.476 0.125
H -2.236 1.227 -0.748 0.111
H -1.400 1.495 0.730 0.060
H 0.565 -1.308 -1.177 0.056
H -0.200 -0.783 -2.563 0.130
H -1.025 -1.417 -1.172 0.103
H 0.505 -2.121 1.217 0.109
H 1.528 -1.257 2.546 0.076
H -0.218 -1.107 2.337 0.087
H 0.277 2.348 -0.687 0.090
H 1.070 1.435 -2.059 0.202
H 1.246 0.771 1.533 0.145
H 1.773 -0.184 0.247 0.137



[7]
19
Properties=species:S:1:pos:R:3:lowdin_charge:R:1 method="wB97M-V/def2-TZVPD" gap_ev=11.86 homo_energy_ev=-14.69 charge=+1 energy_ha=-269.4173 spin_multiplicity=1
C 1.932 0.536 0.724 -0.099
N 1.146 -0.526 0.166 0.015
N -0.371 -0.204 -0.122 -0.371
C -0.952 0.469 1.043 -0.004
C -1.024 -1.494 -0.350 -0.001
C -0.455 0.653 -1.315 0.000
H 1.597 0.770 1.732 0.088
H 2.939 0.124 0.805 0.112
H 1.990 1.446 0.117 0.089
H 1.522 -0.842 -0.723 0.126
H -0.536 1.467 1.160 0.109
H -2.031 0.559 0.910 0.122
H -0.758 -0.114 1.941 0.121
H -0.510 -2.052 -1.133 0.114
H -1.008 -2.086 0.564 0.117
H -2.057 -1.330 -0.657 0.120
H -0.110 0.111 -2.195 0.116
H -1.483 0.973 -1.487 0.120
H 0.168 1.539 -1.179 0.105



[8]
19
Properties=species:S:1:pos:R:3:lowdin_charge:R:1 method="wB97M-V/def2-TZVPD" gap_ev="14.27 / 8.40" homo_energy_ev="-21.31 / -21.31" charge=+2 energy_ha=-268.9646 spin_multiplicity=2
C -0.390 0.978 -0.694 -0.120
N -1.331 1.993 -0.337 0.363
C -0.030 0.040 0.473 -0.295
N 0.575 -1.301 0.066 0.065
C -0.023 -2.015 -1.102 0.032
C 0.775 0.687 1.545 -0.025
H 0.481 1.348 -1.262 0.189
H -0.934 0.431 -1.496 0.167
H -1.388 2.260 0.662 0.184
H -1.315 2.838 -0.926 0.191
H -1.027 -0.258 0.829 0.172
H 0.378 -1.860 0.899 0.193
H 1.584 -1.299 -0.056 0.194
H -1.053 -2.314 -0.929 0.127
H 0.674 -2.751 -1.482 0.125
H -0.084 -1.332 -1.957 0.098
H 1.657 1.276 1.281 0.115
H 1.297 0.020 2.249 0.117
H 0.153 1.259 2.239 0.109



Copy entry 2 word for word.
19
Properties=species:S:1:pos:R:3:lowdin_charge:R:1 method="wB97M-V/def2-TZVPD" gap_ev=11.27 homo_energy_ev=-14.51 charge=+1 energy_ha=-269.4631 spin_multiplicity=1
C -1.353 1.684 0.598 -0.061
C -0.242 0.695 0.360 -0.419
N -0.508 -0.489 1.256 0.025
C -0.089 0.187 -1.087 -0.123
C 0.734 -1.138 -1.174 -0.134
N 1.650 -1.268 -0.009 0.143
H -2.259 1.477 0.000 0.095
H -1.116 2.724 0.321 0.095
H -1.753 1.786 1.612 0.087
H 0.752 1.113 0.549 0.130
H -1.273 -1.009 0.830 0.106
H -0.909 -0.198 2.135 0.095
H 0.584 0.929 -1.523 0.123
H -1.061 0.185 -1.573 0.126
H -0.004 -1.944 -1.174 0.129
H 1.341 -1.166 -2.082 0.133
H 2.380 -1.978 0.058 0.176
H 1.005 -1.228 0.844 0.120
H 2.122 -0.363 0.057 0.153